No. 1
ORCA calculation (ωB97M-V with the def2-TZVPD basis set) on a structure of composition C21H29F9NO3P2Ti at a distorted geometry.

Orbital gap (spin up / spin down) = 6.748 / 6.760 eV
Spin multiplicity = 2
Expectation value of S² = 0.755
Net charge = 0

Element x y z (Å)
C -0.7609 3.8005 -1.9286
C -0.9019 2.4819 -1.4023
N 0.0867 2.0354 -0.5172
C 1.1682 2.7989 -0.2304
C 1.2345 4.0891 -0.6839
C 0.2738 4.6088 -1.5208
C -1.9878 1.6424 -1.7371
P -2.1787 0.0326 -1.0665
Ti 0.0724 -0.0044 0.3172
P 2.5741 0.4996 0.2815
C 2.2132 2.2027 0.6974
C 0.0969 -2.2206 0.0527
C -1.0708 -2.8879 0.4175
C -1.0769 -4.2907 0.4412
C 0.0844 -4.9945 0.0771
C 1.2348 -4.3136 -0.3622
C 1.2289 -2.9073 -0.4222
O -0.5408 1.2455 -6.5543
O 0.8648 -1.4132 -3.8553
H -1.4960 4.1121 -2.6674
H 2.0478 4.7017 -0.3019
H 0.3456 5.6349 -1.9027
C -3.7714 0.1818 -0.1784
C -2.6104 -1.1002 -2.4117
H 3.1498 2.7577 0.6163
H 1.8464 2.2481 1.7276
H -0.7636 0.3109 -6.4200
H -2.6610 2.0102 -2.5141
C 3.2768 -0.4810 1.5715
C 3.8095 0.6424 -1.0104
H -1.9765 -2.3509 0.7262
H -2.0042 -4.8197 0.6982
H 0.0571 -6.0911 0.0606
H 2.1295 -4.8759 -0.6753
H 2.1094 -2.3746 -0.8185
H 0.5794 -0.0968 -1.2778
H 1.2817 -2.3124 -3.6763
H 0.8841 -1.0707 -2.9333
H -0.0791 1.4183 -5.6806
H 1.4021 -0.1796 -1.0920
H -4.5328 0.5008 -0.9005
H -4.0884 -0.7713 0.2530
H -3.6996 0.9146 0.6335
H -3.5107 -0.7295 -2.9126
H -1.7897 -1.1596 -3.1349
H -2.8135 -2.0846 -1.9788
H 4.6903 1.1842 -0.6579
H 4.1466 -0.3280 -1.3810
H 3.4429 1.1735 -1.8894
H 4.3023 -0.1572 1.7680
H 2.6794 -0.4108 2.4803
H 3.2785 -1.5364 1.2822
F -0.8911 -2.2280 3.4950
C -0.3135 -1.1586 4.1131
F -0.6071 -1.2021 5.4335
F 1.0368 -1.3086 3.9513
C -0.7651 0.1662 3.4049
O -0.3834 0.0762 2.0626
C -2.3305 0.3252 3.4466
F -2.8354 0.4387 4.6981
F -2.6914 1.4285 2.7178
F -2.9126 -0.7508 2.8286
C -0.0766 1.4373 4.0044
F -0.4039 1.7013 5.2889
F 1.2859 1.2893 3.9194
F -0.3897 2.5192 3.2299

Cartesian forces, eV/Å:
0.283 0.587 -0.110
-0.416 -1.255 0.300
0.222 -0.769 -0.103
-1.113 0.243 -0.281
2.189 0.004 1.550
-1.712 0.046 -1.426
1.103 0.873 -0.418
0.522 1.153 0.348
-1.289 -0.681 0.305
-0.809 -0.234 -0.261
0.313 0.940 0.345
0.504 2.011 -0.647
0.467 -1.168 0.189
0.116 0.125 -0.284
-0.137 0.036 -0.228
-0.035 0.073 -0.161
-0.756 -1.136 0.616
0.818 -0.257 1.950
1.075 -1.499 1.529
0.137 0.141 0.245
-0.038 0.009 -0.293
0.018 -0.465 0.216
-0.255 -0.363 0.238
-0.019 -0.143 -0.069
-0.117 0.356 0.226
0.106 0.000 -0.015
-0.071 0.209 -0.340
-0.012 -0.022 0.295
0.935 -0.079 0.878
0.616 -0.138 -0.683
0.381 -0.099 -0.083
0.513 0.070 -0.028
0.122 0.478 0.109
-0.540 0.193 0.148
-0.312 -0.232 0.290
1.278 -0.554 -2.767
-0.868 1.480 -0.689
-0.330 -0.034 -0.878
-0.735 0.018 -1.560
-1.805 0.007 -0.293
0.125 0.031 0.137
-0.006 -0.007 -0.004
0.058 -0.147 -0.355
0.095 -0.068 0.016
-0.133 -0.094 0.192
0.066 0.024 -0.203
-0.045 -0.018 0.140
-0.086 -0.094 0.201
-0.276 0.128 0.129
0.008 -0.148 0.228
0.004 0.114 -0.036
-0.040 0.182 -0.153
0.572 1.143 0.930
0.295 -0.891 -0.437
0.299 0.101 -1.132
-1.212 0.082 0.459
0.048 -0.092 -1.184
-0.657 0.315 3.142
-0.711 -0.050 -0.838
0.486 -0.111 -1.190
0.283 -1.152 1.081
0.506 1.216 0.897
0.494 0.617 -0.361
0.323 -0.263 -1.203
-1.209 0.255 0.323
0.363 -0.992 1.056



No. 2
ORCA calculation (ωB97M-V with the def2-TZVPD basis set) on an isolated molecule of C2H4N2Se at a distorted geometry.

Orbital gap = 9.119 eV
Net charge = 0

Element x y z (Å)
C 0.6649 1.4359 -0.0129
C -0.2815 -1.3965 -0.0106
N -1.4337 0.6203 0.1107
N -1.2713 -0.5156 0.0678
Se 1.5719 -0.1424 0.0094
H 0.5596 1.9637 -0.9465
H 0.6991 2.0516 0.8709
H -0.2288 -2.0564 0.8507
H -0.2802 -1.9606 -0.9395

Cartesian forces, eV/Å:
-0.831 -0.526 0.054
1.926 -1.416 -0.096
0.733 0.860 -0.049
-1.195 1.043 0.101
-0.327 -0.229 -0.059
-0.041 0.028 -0.160
-0.148 0.003 0.178
-0.038 0.102 0.059
-0.080 0.135 -0.029



No. 3
ORCA calculation (ωB97M-V with the def2-TZVPD basis set) on a structure of composition C13H43AlN6O5P3 at a distorted geometry.

Orbital gap = 4.249 eV
Net charge = -1

Element x y z (Å)
O 5.4305 5.0865 -0.9320
P 4.1739 4.2059 -1.3108
Al 2.3735 5.4792 -2.1685
C 0.8424 4.0827 -2.4566
O 0.4906 3.6263 -1.0709
O -0.3747 4.5178 -0.6741
H 4.4292 3.1714 -2.2876
H 3.6461 3.5722 -0.1141
H 2.8398 6.1638 -3.5235
H 1.9732 6.5946 -1.0851
H -0.1130 4.5679 -2.9594
H 1.2357 3.1273 -3.0250
H -0.4258 4.4886 0.3403
O 2.8665 0.8666 -1.5721
P 2.6183 -0.4132 -0.7368
N 4.0834 -1.0984 -1.2839
C 4.3713 -2.4516 -1.7183
C 5.2870 -0.5087 -0.6947
N 1.3000 -0.8790 -1.7348
C 1.5086 -1.4840 -3.0432
C 0.2660 0.1547 -1.8652
N 2.3330 -1.8845 0.2235
C 3.0641 -2.0115 1.4742
C 1.4829 -3.0218 -0.0679
H 4.3681 -3.1711 -0.8954
H 5.3623 -2.5150 -2.1859
H 3.6919 -2.8047 -2.4893
H 5.5446 -0.9953 0.2511
H 5.1514 0.5592 -0.4914
H 6.1440 -0.5836 -1.3734
H 2.2551 -0.9436 -3.6379
H 0.5790 -1.5281 -3.6268
H 1.8033 -2.5280 -2.9446
H 0.5461 0.9198 -2.6002
H 0.0908 0.6527 -0.9064
H -0.6888 -0.2840 -2.1759
H 3.8817 -2.7326 1.3785
H 2.4137 -2.3265 2.2958
H 3.4988 -1.0505 1.7705
H 1.8962 -3.6362 -0.8720
H 0.4650 -2.7198 -0.3315
H 1.3680 -3.6814 0.8007
O -2.4133 0.2848 -0.1678
P -3.2336 0.2512 1.1449
N -2.1413 -0.8608 1.8418
C -2.4016 -2.0451 2.6372
C -0.8540 -0.2836 2.2334
N -4.5407 -0.5558 0.3760
C -4.4938 -1.9825 0.0865
C -5.0429 0.1393 -0.8153
N -4.1765 0.2126 2.6542
C -3.6670 0.9884 3.7737
C -5.3926 -0.5146 2.9597
H -2.7678 -1.8105 3.6401
H -1.4902 -2.6424 2.7683
H -3.1009 -2.7296 2.1649
H -0.8976 0.1333 3.2443
H -0.5539 0.5229 1.5554
H -0.0517 -1.0289 2.1948
H -3.5452 -2.2831 -0.3749
H -5.3081 -2.2914 -0.5828
H -4.6641 -2.5667 0.9900
H -4.4138 -0.0524 -1.6937
H -5.0750 1.2209 -0.6500
H -6.0648 -0.1776 -1.0515
H -3.2140 0.3372 4.5277
H -4.4539 1.5809 4.2501
H -2.9010 1.6969 3.4400
H -5.2049 -1.5869 3.0587
H -6.1707 -0.3525 2.2080
H -5.8392 -0.1877 3.9066

Cartesian forces, eV/Å:
-1.702 -1.854 -0.653
1.563 2.171 0.796
-0.963 -0.200 -0.198
0.397 -0.046 -0.777
3.498 -3.810 -2.760
-4.594 4.127 3.930
0.129 -0.088 0.827
0.463 -0.417 -0.717
0.151 0.051 -0.403
-0.011 -0.025 0.170
1.614 -1.446 0.952
-1.134 1.699 1.109
0.621 -0.182 -2.197
-0.317 1.515 4.141
-0.046 -3.040 -6.974
2.309 -0.138 -0.046
-0.339 -0.248 0.399
-0.091 0.643 -0.278
-1.804 -0.823 -0.411
0.393 -0.162 0.127
0.055 0.368 0.281
-0.021 1.621 1.952
0.243 0.235 -0.061
-1.151 0.228 0.097
0.026 -0.306 0.146
-0.077 0.381 0.227
-0.232 0.064 0.144
0.214 -0.147 0.102
-0.151 -0.154 -0.094
-0.117 -0.105 0.029
0.021 -0.053 -0.102
0.039 0.329 0.363
0.224 -0.085 -0.035
-0.017 0.025 0.182
0.005 0.020 -0.231
0.170 -0.149 0.120
0.041 -0.142 0.087
-0.004 -0.015 0.001
0.007 -0.139 -0.084
0.015 0.121 -0.134
0.255 -0.017 -0.170
0.313 0.228 0.165
-0.123 4.247 1.263
-0.559 -7.208 -1.686
1.983 -0.503 0.851
-0.461 0.213 0.342
0.239 0.177 -0.620
-2.111 -0.350 -0.576
0.239 -0.119 0.316
0.207 0.303 0.058
0.564 2.382 -0.108
0.343 0.109 -0.044
-1.001 0.434 -0.492
-0.100 -0.074 0.289
0.071 0.419 -0.164
-0.188 0.191 -0.042
0.127 -0.050 0.212
-0.192 -0.117 0.004
-0.127 -0.040 0.026
0.011 -0.097 -0.008
0.139 0.445 0.011
0.173 -0.084 0.094
-0.014 0.143 0.053
0.083 -0.090 -0.056
0.067 -0.109 0.200
-0.039 -0.029 0.142
0.021 -0.031 -0.024
-0.054 -0.152 0.056
0.084 -0.029 -0.170
0.246 -0.213 0.042
0.375 0.196 0.010



Question: Among the records above, which one has the lowest net charge?
Answer: C13H43AlN6O5P3



Question: The lowest net charge belongs to which entry?
Answer: C13H43AlN6O5P3